1.
{"formula": "C4H10OS2", "method": "ωB97M-V/def2-TZVPD", "symbols": ["C", "C", "O", "H", "H", "H", "H", "C", "C", "S", "S", "H", "H", "H", "H", "H", "H"], "coordinates": [[-0.925, -1.252, 3.552], [-0.818, -1.146, 2.235], [-1.897, -0.981, 1.425], [-0.050, -1.399, 4.166], [-1.892, -1.229, 4.036], [0.145, -1.172, 1.741], [-1.599, -0.928, 0.516], [1.254, 2.868, -0.281], [0.814, 1.422, -0.116], [0.423, 0.759, -1.774], [0.188, -1.272, -1.430], [0.481, 3.463, -0.766], [2.169, 2.933, -0.870], [1.462, 3.300, 0.698], [-0.074, 1.351, 0.510], [1.597, 0.806, 0.320], [1.490, -1.637, -1.447]], "forces_ev_per_angstrom": [[-0.14, -0.07, -0.09], [0.03, 0.04, 0.33], [-0.08, 0.05, 0.23], [0.06, 0.04, -0.07], [-0.01, 0.02, -0.01], [0.07, -0.05, -0.12], [0.12, -0.06, -0.27], [0.13, -0.08, 0.08], [-0.16, -0.09, -0.15], [0.06, -0.34, 0.12], [0.20, 0.39, -0.08], [0.00, 0.04, 0.01], [-0.04, 0.01, -0.06], [-0.07, 0.04, 0.00], [-0.02, -0.02, 0.03], [0.07, 0.03, 0.00], [-0.22, 0.06, 0.03]], "nbo_charge": [-0.52, 0.14, -0.69, 0.21, 0.21, 0.16, 0.49, -0.62, -0.52, 0.09, -0.16, 0.22, 0.21, 0.22, 0.22, 0.21, 0.14], "orbital_gap_ev": 9.28}

***

2.
{"formula": "C4H10OS2", "method": "ωB97M-V/def2-TZVPD", "symbols": ["C", "C", "C", "C", "O", "S", "S", "H", "H", "H", "H", "H", "H", "H", "H", "H", "H"], "coordinates": [[-0.181, 1.406, -0.925], [1.032, -0.879, -0.907], [-0.161, -0.147, 1.101], [-0.206, -0.113, -0.446], [-1.452, -0.559, -0.736], [1.410, -0.536, 1.996], [-1.263, 0.704, 2.012], [-0.024, 2.201, -0.114], [-1.087, 1.472, -1.477], [0.590, 1.440, -1.708], [1.976, -0.337, -0.547], [1.083, -1.039, -1.986], [1.056, -1.831, -0.439], [-0.829, -2.317, 0.974], [-1.456, -1.369, -0.218], [1.526, 0.683, 2.362], [-2.013, 1.219, 1.057]], "forces_ev_per_angstrom": [[1.47, -0.73, 0.43], [0.96, 1.17, -0.55], [1.80, -2.36, -0.35], [2.02, 2.54, 1.94], [-1.04, -0.65, -1.60], [-1.73, -1.23, -0.92], [-0.43, 0.63, 1.80], [-0.30, -1.26, -1.32], [-1.00, 0.75, -0.08], [0.07, 0.47, 0.49], [-1.42, -0.64, -0.80], [-0.16, 0.27, 0.01], [-0.05, -1.05, 0.40], [0.46, 1.32, 0.16], [-0.74, -1.15, 0.29], [0.44, 1.89, 0.80], [-0.34, 0.01, -0.70]], "nbo_charge": [-0.64, -0.65, -0.30, 0.16, -0.73, 0.06, 0.18, 0.22, 0.24, 0.22, 0.23, 0.22, 0.23, -0.16, 0.48, 0.10, 0.14], "orbital_gap_ev": [8.51, 6.98]}

***

3.
{"formula": "C4H10OS2", "method": "ωB97M-V/def2-TZVPD", "symbols": ["C", "S", "S", "C", "C", "C", "O", "H", "H", "H", "H", "H", "H", "H", "H", "H", "H"], "coordinates": [[0.737, -2.572, -1.649], [0.678, -0.786, -1.930], [2.047, -0.081, -0.554], [1.062, 0.335, 0.948], [-0.442, 0.363, 0.843], [-1.080, 1.654, 0.322], [-1.888, 2.263, 1.304], [-0.181, -2.897, -1.145], [1.526, -2.824, -0.951], [0.757, -3.069, -2.614], [1.404, 1.325, 1.263], [1.386, -0.282, 1.786], [-0.917, -0.439, 0.281], [-0.877, 0.150, 1.827], [-1.605, 1.414, -0.616], [-0.315, 2.372, -0.030], [-2.293, 3.073, 0.916]], "forces_ev_per_angstrom": [[-1.15, -0.15, 0.50], [0.70, 0.24, 0.36], [-0.67, 0.07, -0.25], [0.26, 0.24, 0.49], [-1.30, -0.04, 0.49], [0.92, 0.26, -1.20], [-0.71, 0.75, -0.23], [-0.01, 0.14, -0.14], [0.47, -0.04, -0.43], [0.45, -0.14, 0.04], [-0.02, 0.15, -0.32], [-0.05, -0.51, -0.30], [0.70, -0.32, -0.35], [0.28, 0.47, 0.17], [-0.45, 0.06, 0.37], [0.12, -0.24, 0.36], [0.46, -0.94, 0.45]], "nbo_charge": [-0.76, 0.09, 0.08, -0.53, -0.46, -0.06, -0.72, 0.21, 0.24, 0.23, 0.22, 0.22, 0.22, 0.24, 0.16, 0.15, 0.47], "orbital_gap_ev": 9.58}

***

4.
{"formula": "C4H10OSSi", "method": "ωB97M-V/def2-TZVPD", "symbols": ["C", "C", "C", "C", "O", "Si", "S", "H", "H", "H", "H", "H", "H", "H", "H", "H", "H"], "coordinates": [[0.137, 1.561, 0.440], [-1.502, -0.802, 1.081], [-0.689, -0.286, -1.934], [1.622, -1.019, -0.041], [1.297, 3.157, 2.012], [-0.197, -0.208, -0.152], [0.638, 1.860, 1.956], [0.399, 2.302, -0.250], [-1.181, -1.831, 1.359], [-1.564, -0.169, 2.026], [-2.649, -0.779, 0.771], [-0.524, -1.212, -2.606], [-1.509, 0.307, -2.137], [0.082, 0.391, -2.347], [1.711, -1.771, -0.871], [2.296, -0.258, -0.345], [1.634, -1.243, 1.038]], "forces_ev_per_angstrom": [[0.06, -1.68, 1.28], [-1.74, -0.06, 0.79], [2.87, -0.91, -1.11], [-2.94, -0.02, -0.72], [0.44, 0.81, 0.76], [0.69, -0.30, 0.55], [-0.69, -0.31, -1.69], [0.38, 1.34, -0.96], [-0.72, 0.44, 0.07], [0.60, -0.82, -1.09], [2.54, -0.35, 0.08], [-0.80, 1.26, 1.50], [-2.43, 0.54, -0.60], [0.26, -0.14, -0.01], [-0.10, -0.11, 1.53], [0.71, 0.92, 0.26], [0.86, -0.63, -0.66]], "nbo_charge": [-0.98, -1.14, -1.13, -1.05, -0.91, 1.58, 1.20, 0.24, 0.24, 0.25, 0.26, 0.26, 0.24, 0.24, 0.24, 0.23, 0.24], "orbital_gap_ev": 9.06}

***

5.
{"formula": "C4H10OSi", "method": "ωB97M-V/def2-TZVPD", "symbols": ["C", "C", "C", "C", "O", "Si", "H", "H", "H", "H", "H", "H", "H", "H", "H", "H"], "coordinates": [[1.260, 0.661, -0.022], [0.646, -0.463, -0.015], [0.666, 1.989, 0.232], [1.115, -1.866, -0.206], [-2.955, 0.485, -0.675], [-1.970, -0.286, 0.440], [2.407, 0.624, -0.097], [1.114, 2.740, -0.407], [-0.390, 1.882, 0.046], [0.912, 2.268, 1.164], [0.855, -2.492, 0.513], [0.810, -2.383, -1.126], [2.153, -1.876, -0.281], [-2.519, 0.213, -1.488], [-2.089, -1.665, 0.194], [-2.015, 0.170, 1.729]], "forces_ev_per_angstrom": [[3.26, 0.98, 0.07], [-4.71, -1.85, -0.06], [-0.06, -0.91, -3.25], [-0.08, 2.44, -3.31], [0.90, -0.12, 0.78], [3.36, -0.15, -2.85], [-1.41, 0.13, -0.05], [-0.16, 0.23, -0.43], [-0.48, 0.49, 0.18], [0.39, 1.13, 3.64], [-1.31, -2.61, 3.61], [-0.45, 0.58, -0.09], [2.18, 0.07, 0.07], [-0.39, 0.26, -0.68], [-0.49, -1.54, 0.20], [-0.55, 0.88, 2.18]], "nbo_charge": [-0.28, -0.14, -0.61, -0.67, -1.06, 1.28, 0.18, 0.21, 0.20, 0.21, 0.21, 0.21, 0.20, 0.49, -0.23, -0.21], "orbital_gap_ev": 8.78}

***

6.
{"formula": "C4H10OSi", "method": "ωB97M-V/def2-TZVPD", "symbols": ["C", "C", "C", "C", "O", "Si", "H", "H", "H", "H", "H", "H", "H", "H", "H", "H"], "coordinates": [[1.262, -0.982, 1.345], [1.305, 0.025, 0.483], [2.067, 0.351, -0.709], [-1.183, 0.812, 1.064], [-0.018, 1.454, 0.566], [-2.007, -0.456, -0.220], [0.529, -0.859, 2.191], [2.125, -1.696, 1.522], [1.412, 0.354, -1.630], [2.603, 1.295, -0.423], [2.757, -0.510, -0.837], [-1.710, 1.652, 1.476], [-1.035, 0.189, 1.987], [-3.344, -1.010, 0.356], [-1.018, -1.663, -0.336], [-2.259, 0.375, -1.508]], "forces_ev_per_angstrom": [[0.17, 1.48, 1.39], [-2.64, 1.10, 0.50], [0.31, -0.11, -0.20], [0.20, -0.88, 0.02], [2.73, -4.41, 0.11], [-0.03, 0.70, 0.56], [0.76, -0.51, -0.95], [-1.31, 0.82, -0.75], [0.77, 0.60, 1.09], [-0.35, -0.68, -1.17], [0.05, 0.68, -0.02], [-1.24, 0.27, -0.16], [0.32, 0.39, -0.47], [0.99, 0.43, -0.52], [-0.94, 1.10, -0.21], [0.22, -0.98, 0.77]], "nbo_charge": [-0.54, 0.39, -0.72, -0.44, -0.60, 0.75, 0.24, 0.25, 0.25, 0.25, 0.23, 0.21, 0.16, -0.15, -0.14, -0.14], "orbital_gap_ev": 9.67}

***

What are the E_tot values for these records? In order: -28027.405; -28023.470; -28027.616; -25069.025; -14232.478; -14230.686 eV.
What are the max |F| values for these records? In order: 0.4; 3.8; 1.5; 3.2; 5.1; 5.2 eV/Å.